[1]
2 unconnected molecules or ions with the total composition C5H7N3O3. Source: the OMol25 dataset; level of theory: ωB97M-V with the def2-TZVPD basis set.

## Properties
HOMO level = -0.337 Ha
lowest unoccupied orbital energy = 0.22 eV
SMILES = O=C(O)c1ncc[nH]1.CN=O
energy relative to the best compared isomer or geometry (same formula, charge and spin) = 3.3391 eV
gap between HOMO and LUMO = 9.404 eV

Cartesian coordinates (Å):
O: 1.617944 0.965710 -2.113188
C: 1.031720 -0.054170 -1.904736
O: 1.656410 -1.294977 -2.049759
C: -0.320976 -0.280716 -1.383325
N: -1.192936 0.636062 -1.057470
C: -2.375994 0.110148 -0.729377
C: -2.161496 -1.268969 -0.835765
N: -0.925623 -1.471771 -1.275101
H: 2.597994 -1.342192 -1.803833
H: -3.331195 0.597698 -0.355408
H: -2.885009 -2.000089 -1.030525
H: -0.520944 -2.379807 -1.195402
C: 0.796902 1.182579 1.913788
N: 1.105442 -0.201502 1.843437
O: 1.887896 -0.423643 0.989452
H: 1.592900 1.756744 1.507146
H: -0.015133 1.327360 1.117220
H: 0.240885 1.576603 2.848987

Forces on atoms 1 to 3 (eV/Å):
O -0.8 0.0 0.1
C 2.2 -0.9 0.5
O -0.7 -0.2 0.2

[2]
2 unconnected molecules or ions with the total composition C5H7N3S. Source: the OMol25 dataset; level of theory: ωB97M-V with the def2-TZVPD basis set.

## Properties
HOMO level = -0.281 Ha
lowest unoccupied orbital energy = 0.55 eV
SMILES = [S-][N+]#CC1CC1.N#CN
energy relative to the best compared isomer or geometry (same formula, charge and spin) = 2.9480 eV
gap between HOMO and LUMO = 8.209 eV

Cartesian coordinates (Å):
S: 0.831935 0.548330 3.343898
N: 0.525449 0.163535 1.875175
C: 0.289360 -0.211351 0.797067
C: -0.415267 -0.478567 -0.379952
C: -1.409257 0.505816 -0.972786
C: -1.957127 -0.744770 -0.265359
H: -0.011718 -1.005673 -1.223830
H: -1.486971 0.483476 -2.063855
H: -1.203177 1.558939 -0.527406
H: -2.305409 -0.538449 0.677429
H: -2.365043 -1.465294 -0.952279
N: 2.076928 0.155717 -0.493419
C: 2.921689 0.646608 0.124994
N: 4.039979 0.995657 0.720995
H: 4.859365 0.376780 0.670272
H: 3.952536 1.529754 1.559737

Forces on atoms 1 to 3 (eV/Å):
S 0.9 0.9 2.7
N -1.3 -1.5 -3.4
C -0.2 0.7 1.9

[3]
A gas-phase ion, C5H7N4O (charge +1). Source: the OMol25 dataset; level of theory: ωB97M-V with the def2-TZVPD basis set.

## Properties
HOMO level (spin up / spin down) = -0.466 / -0.448 Ha
total charge = +1
lowest unoccupied orbital energy (spin up / spin down) = -4.83 / -5.50 eV
energy relative to the best compared isomer or geometry (same formula, charge and spin) = 5.1331 eV
gap between HOMO and LUMO (spin up / spin down) = 7.857 / 6.682 eV

Cartesian coordinates (Å):
C: 1.064517 -1.285487 1.700822
C: -0.110799 0.273359 -0.087692
C: 0.255252 -0.942779 -0.531766
C: -1.013675 1.146071 -0.946279
C: 0.475100 1.017407 1.066019
N: 0.851150 -1.719139 0.430341
N: -1.461859 -0.581127 -2.440323
N: -1.432856 0.622865 -2.223550
N: 0.874416 -0.028176 2.014225
O: -1.384652 2.225107 -0.550354
H: 1.168015 -2.023341 2.465364
H: 1.491799 1.568333 0.860632
H: -0.404082 1.659726 1.400111
H: 0.982148 -2.642085 0.154662
H: -1.095325 -1.006265 -3.302340
H: -1.411488 1.306086 -2.919015
H: 1.152340 0.409446 2.909144

Forces on atoms 1 to 3 (eV/Å):
C -1.3 0.3 -1.2
C -0.5 0.9 -3.4
C -1.0 1.7 0.2

[4]
A gas-phase ion, C5H7N4OS (charge +1). Source: the OMol25 dataset; level of theory: ωB97M-V with the def2-TZVPD basis set.

## Properties
HOMO level = -0.491 Ha
total charge = +1
lowest unoccupied orbital energy = -5.05 eV
SMILES = O[C@@]12N=CN=C[C@]1(S)NC=[NH+]2
energy relative to the best compared isomer or geometry (same formula, charge and spin) = 1.4676 eV
gap between HOMO and LUMO = 8.315 eV

Cartesian coordinates (Å):
O: -1.613998 -0.840335 -0.868963
C: -0.312934 -0.578924 -0.571484
N: 0.465565 -0.285763 -1.676956
C: 1.173212 0.743183 -1.808627
N: 1.043747 1.729426 -0.909167
C: 0.453616 1.707092 0.192596
C: -0.128101 0.408642 0.580886
S: -2.080355 1.186587 1.206524
N: 0.426076 -0.253426 1.719019
C: 0.504916 -1.521382 1.365759
N: 0.280218 -1.801301 0.112897
H: -1.682174 -0.884552 -1.856360
H: 1.841048 1.003905 -2.720830
H: 0.403808 2.676937 0.730266
H: -1.957212 1.676392 -0.022054
H: 0.316926 0.027919 2.618618
H: 0.741526 -2.314653 2.081403
H: 0.124117 -2.679746 -0.173527

Forces on atoms 1 to 3 (eV/Å):
O -0.1 0.1 -1.4
C 0.7 -0.5 1.2
N 0.3 -2.2 -2.9

[5]
C5H7N5 in the gas phase. Source: the OMol25 dataset; level of theory: ωB97M-V with the def2-TZVPD basis set.

## Properties
HOMO level = -0.325 Ha
lowest unoccupied orbital energy = 0.37 eV
SMILES = [H]/N=C(\N)Nc1cnccn1
energy relative to the best compared isomer or geometry (same formula, charge and spin) = 0.3507 eV
gap between HOMO and LUMO = 9.208 eV

Cartesian coordinates (Å):
H: 0.372450 4.173674 0.255856
N: -0.061671 3.359642 0.663665
C: 0.152090 2.279970 0.032546
N: 1.006404 2.185700 -1.110879
N: -0.347151 1.054324 0.492649
C: -0.247172 -0.290956 0.269871
C: 0.437830 -1.019818 -0.782509
N: 0.394018 -2.347250 -0.838667
C: -0.319811 -3.055043 0.053020
C: -0.984246 -2.347300 1.045946
N: -0.926322 -1.020545 1.181947
H: 0.590138 1.630256 -1.862459
H: 1.840222 1.619318 -0.827146
H: -1.053496 1.178994 1.205829
H: 1.035475 -0.450913 -1.559280
H: -0.326367 -4.121968 -0.045268
H: -1.562389 -2.828085 1.824877

Forces on atoms 1 to 3 (eV/Å):
H 0.1 -0.2 -0.4
N -0.6 -1.2 0.3
C 1.0 -0.1 -0.5

[6]
C5H7N5O in the gas phase. Source: the OMol25 dataset; level of theory: ωB97M-V with the def2-TZVPD basis set.

## Properties
HOMO level = -0.305 Ha
lowest unoccupied orbital energy = 0.67 eV
SMILES = CN1CNC(=O)c2n[nH]nc21
energy relative to the best compared isomer or geometry (same formula, charge and spin) = 0.7962 eV
gap between HOMO and LUMO = 8.975 eV

Cartesian coordinates (Å):
C: 1.237551 0.772615 0.057524
N: -0.061307 0.092609 0.368464
C: 0.014930 -1.294636 0.166319
N: -1.320753 -1.860527 0.136281
C: -2.579135 -1.301167 -0.041279
O: -3.649000 -1.869871 0.041144
C: -2.416467 0.204911 -0.066561
N: -3.267164 1.215585 -0.172432
N: -2.579184 2.250160 0.004491
N: -1.280197 2.092020 0.128619
C: -1.160878 0.766648 0.171614
H: 1.172012 1.069453 -0.909968
H: 1.282634 1.716299 0.605647
H: 2.096955 0.117948 0.108858
H: 0.499947 -1.927055 0.887779
H: 0.473293 -1.495569 -0.841850
H: -1.400980 -2.879538 0.246844
H: -2.974984 3.224376 0.001362

Forces on atoms 1 to 3 (eV/Å):
C -1.4 -0.1 2.2
N 5.0 -0.1 1.4
C -1.6 -1.4 -2.4

[7]
2 unconnected molecules or ions with the total composition C5H7N5O2. Source: the OMol25 dataset; level of theory: ωB97M-V with the def2-TZVPD basis set.

## Properties
HOMO level (spin up / spin down) = -0.310 / -0.310 Ha
lowest unoccupied orbital energy (spin up / spin down) = 0.11 / 0.11 eV
energy relative to the best compared isomer or geometry (same formula, charge and spin) = 7.7098 eV
gap between HOMO and LUMO (spin up / spin down) = 8.544 / 8.543 eV

Cartesian coordinates (Å):
C: 3.191019 0.048474 0.775873
C: 2.017622 -0.711258 0.913087
C: 2.075326 0.250763 -1.116584
C: -2.277039 1.105460 -0.257303
C: -0.039947 -0.833839 -0.499754
N: 3.148795 0.622976 -0.519969
N: -1.502185 1.983376 -0.302816
N: 1.222308 -0.438570 -0.214144
N: -0.725507 -1.611095 0.276740
N: -3.477087 0.526509 -0.119045
O: -1.862520 -2.011414 0.130932
O: -0.655049 2.782542 -0.600358
H: 3.757640 0.540626 1.512551
H: 1.661601 -1.241692 1.693070
H: 1.887146 0.694414 -2.015073
H: -0.482909 -0.516176 -1.437369
H: -0.384620 -1.676077 1.229567
H: -3.381911 -0.495595 0.105861
H: -4.172692 0.980572 0.444742

Forces on atoms 1 to 3 (eV/Å):
C -3.5 -0.4 -2.4
C 1.8 3.5 -2.4
C 0.0 -0.3 3.9

[8]
C5H7NO in the gas phase. Source: the OMol25 dataset; level of theory: ωB97M-V with the def2-TZVPD basis set.

## Properties
HOMO level = -0.281 Ha
lowest unoccupied orbital energy = 0.35 eV
energy relative to the best compared isomer or geometry (same formula, charge and spin) = 6.9239 eV
gap between HOMO and LUMO = 8.006 eV

Cartesian coordinates (Å):
O: -1.585051 -1.328433 1.932083
C: -2.268210 -0.874776 0.756016
C: -1.473729 -0.205489 -0.306543
C: -0.190138 -0.006949 -0.143657
C: 0.989720 0.674195 -0.199812
C: 2.430366 0.731630 -0.415521
N: 1.591582 1.881329 0.010030
H: -1.112242 -2.135697 1.692577
H: -2.855101 -1.695676 0.317997
H: -3.001302 -0.139629 1.111762
H: 0.466121 -0.367312 0.808446
H: 2.770025 0.669866 -1.449190
H: 3.148577 0.408915 0.335311
H: 1.376652 2.635492 -0.637516

Forces on atoms 1 to 3 (eV/Å):
O 0.2 -0.2 -0.1
C -0.3 0.1 -0.2
C 0.3 0.0 0.2